(1)
C15H16AsClOS5Sc | ωB97M-V with the def2-TZVPD basis set

Cartesian coordinates (Å):
Sc -1.3647 2.2328 -1.3095
S -3.1741 3.9049 -0.8301
As -1.7771 3.7276 0.9796
S -1.7737 1.5356 1.0999
S 0.0825 4.2119 -0.0635
S -2.0163 4.6639 2.8051
C 0.9597 -0.5644 4.2196
C 1.1776 -0.1775 2.7541
C 0.9813 -1.0053 1.6873
C 1.2524 -0.6180 0.3312
C 1.6074 0.6821 0.1893
C 1.9030 1.5483 1.2446
C 1.7158 1.0778 2.5576
S 1.8227 1.4709 -1.4028
C 2.6004 0.0622 -2.2807
O 0.4757 1.4975 -2.1221
H 1.8534 -0.3362 4.8080
H 0.7727 -1.6292 4.2694
H 0.1344 0.0161 4.7032
H 0.5040 -1.9320 1.8968
H 0.9663 -1.4461 -0.3813
H 2.2783 2.5073 1.0638
H 1.9520 1.7123 3.3862
H 1.9630 -0.8037 -2.0929
H 3.6366 -0.0929 -1.9795
H 2.7099 0.5286 -3.2398
Cl -0.2872 -0.9230 -4.0536
C -0.8825 -1.5381 -2.5148
C -0.2714 -2.6733 -2.0556
C -0.7398 -3.2218 -0.8509
C -1.8067 -2.6416 -0.1625
C -2.3530 -1.5244 -0.7511
C -1.8743 -0.8285 -1.8668
C -2.3706 0.5232 -2.2741
H 0.6500 -3.0366 -2.4971
H -0.2770 -4.1588 -0.5300
H -2.0638 -3.1723 0.7827
H -3.2239 -1.0233 -0.3095
H -3.3814 0.7482 -1.8304
H -2.3617 0.6956 -3.3796

## Properties
HOMO level, eV: -4.481
Total energy, Ha: -6104.23897
Kohn-Sham gap, eV: 6.69
Charge: -1
Lowest unoccupied orbital energy, eV: 2.213

(2)
C5H37N2O11 | ωB97M-V with the def2-TZVPD basis set

Cartesian coordinates (Å):
N -0.5657 -0.7904 -0.0259
C 0.6452 -1.5474 0.5761
C 1.7414 -1.5000 -0.4754
C 2.9352 -2.4975 -0.3172
C 4.0058 -2.2327 0.7240
C 1.1555 -0.7378 1.8845
N -0.1915 -0.4904 2.4226
H -1.4649 -0.8940 0.5314
H -0.2072 0.1402 -0.2013
H -0.6922 -1.3050 -0.9043
H 0.3184 -2.5523 0.8714
H 2.3135 -0.4632 -0.4034
H 1.3439 -1.3530 -1.4496
H 3.3482 -2.5275 -1.3484
H 2.4681 -3.4905 -0.2307
H 3.5082 -2.2736 1.7285
H 4.4051 -1.2116 0.6559
H 4.9758 -2.8318 0.6470
H 2.0525 -1.1851 2.2903
H 1.5114 0.2432 1.4851
H -0.7714 -1.2323 2.7343
H -0.0980 0.2625 3.1279
H -0.7572 -3.9712 -1.9575
H -1.5645 -2.7792 -2.3942
O -1.3393 -3.2908 -1.5839
H -5.2907 -1.8557 -0.1634
H -4.2539 -2.9155 -0.3954
O -4.3344 -1.9763 -0.1883
H 1.5760 1.6021 3.7281
H 2.1439 2.9423 3.8770
O 1.5042 2.4875 3.3305
H -4.6465 0.5654 1.5808
H -3.9779 -0.0421 0.2891
O -4.6330 0.5906 0.6202
H -3.0289 -0.0853 -2.2540
H -3.0681 -0.9981 -1.0660
O -2.5725 -0.8491 -1.8748
H -3.8742 1.9441 -2.1916
H -3.3877 2.9186 -1.1182
O -3.0830 2.2395 -1.7210
H 4.3281 2.9179 0.6780
H 2.8498 2.5511 1.1134
O 3.7751 2.3514 1.2207
H -0.3994 3.1943 3.2830
H -1.5152 3.8862 3.9247
O -1.1202 3.0131 3.9321
H 0.7755 3.9365 -3.4898
H -0.2587 4.0279 -2.5174
O 0.7087 3.9782 -2.5313
H 0.2829 -0.6507 -4.5299
H -0.2968 0.6671 -4.5590
O -0.0041 0.0210 -3.9091
H 0.9939 1.1795 -1.8869
H 0.4946 1.6989 -0.6202
O 1.2362 1.1711 -0.9481

## Properties
HOMO level (spin up / spin down), eV: -2.213 / -9.745
Multiplicity: 2
Total energy, Ha: -1149.64131
Kohn-Sham gap (spin up / spin down), eV: 2.59 / 9.95
Charge: 0
Lowest unoccupied orbital energy (spin up / spin down), eV: 0.373 / 0.203
Energy above the lowest of the compared OMol25 structures with the same formula, charge and spin, kcal/mol: 55.88

(3)
C7H10O3 | ωB97M-V with the def2-TZVPD basis set

Cartesian coordinates (Å):
C 1.1169 1.6848 1.3449
C 0.3354 0.6406 0.5697
C -0.3543 -0.4409 1.4316
C -0.0018 -1.7350 0.7483
C 0.7690 -1.5706 -0.3363
C 1.0438 -0.1214 -0.5762
O 0.1198 0.4991 -1.5551
C -0.5328 1.1770 -0.5644
O -1.3878 2.0040 -0.6996
H 1.6270 2.3869 0.6724
H 0.4424 2.2543 1.9984
H 1.8704 1.1897 1.9723
H 0.0358 -0.4212 2.4602
H -1.4424 -0.2975 1.5089
H -0.3527 -2.6995 1.1186
H 1.1525 -2.3694 -0.9712
H 2.0732 0.1514 -0.8333
O -2.4389 -0.4857 -2.7932
H -1.5547 -0.5459 -3.2068
H -2.5208 -1.3009 -2.2891

## Properties
HOMO level, eV: -10.168
Total energy, Ha: -498.42768
Kohn-Sham gap, eV: 10.86
Charge: 0
Lowest unoccupied orbital energy, eV: 0.688
Energy above the lowest of the compared OMol25 structures with the same formula, charge and spin, kcal/mol: 9.41

(4)
CH9NSi2 | ωB97M-V with the def2-TZVPD basis set

Cartesian coordinates (Å):
C -1.6741 -0.7074 0.5939
N 2.3361 -0.0463 0.7560
Si -1.4287 0.7420 -0.6687
Si 1.5534 -0.3307 -0.7518
H -2.2886 -0.6636 1.4858
H -1.9294 -1.5554 -0.0809
H -0.5970 -0.8262 0.9181
H 1.9934 -0.4792 1.5144
H 3.3332 0.0883 0.9155
H -2.8287 1.1981 -0.6621
H -1.1019 0.4179 -2.0664
H -0.1746 1.8253 -0.2912
H 2.8068 0.3373 -1.6625

## Properties
HOMO level, eV: -8.490
Total energy, Ha: -677.13805
Kohn-Sham gap, eV: 8.56
Charge: 0
Lowest unoccupied orbital energy, eV: 0.071
Energy above the lowest of the compared OMol25 structures with the same formula, charge and spin, kcal/mol: 38.10

(5)
FH3N2O2S | ωB97M-V with the def2-TZVPD basis set

Cartesian coordinates (Å):
N -0.2637 0.1748 0.5415
N -0.2340 0.8956 -0.6719
O 0.6945 2.4306 -2.3361
O 0.9664 -0.6804 0.7197
F -1.3503 3.1509 -0.8512
S 0.2631 2.5617 -0.9774
H 0.7547 -1.4023 0.1725
H -0.1224 0.7550 1.3406
H -0.1768 0.3615 -1.5090

## Properties
HOMO level, eV: -9.523
Total energy, Ha: -759.71582
Kohn-Sham gap, eV: 9.97
Charge: 0
Lowest unoccupied orbital energy, eV: 0.451
Energy above the lowest of the compared OMol25 structures with the same formula, charge and spin, kcal/mol: 51.47

(6)
C5H7OP | ωB97M-V with the def2-TZVPD basis set

Cartesian coordinates (Å):
C -2.1415 -0.2219 -0.7633
C -0.7221 -0.4151 -0.8762
C -2.3925 0.1035 0.5244
C -0.2821 -0.1094 0.3932
C 1.6429 0.0858 0.9151
O -1.2420 0.1554 1.2862
P 2.4951 -0.4345 -0.6404
H -2.7670 -0.3419 -1.5200
H -0.2438 -0.7027 -1.6914
H -3.3665 0.2041 0.8686
H 1.7659 -0.5246 1.9178
H 1.7811 1.1601 0.9779
H 3.5362 0.3717 -0.3168
H 1.9363 0.6696 -1.0751

## Properties
HOMO level, eV: -8.644
Total energy, Ha: -611.15676
Kohn-Sham gap, eV: 9.62
Charge: 0
Lowest unoccupied orbital energy, eV: 0.979
Energy above the lowest of the compared OMol25 structures with the same formula, charge and spin, kcal/mol: 81.40

Q: What is the formula in the sixth record?
A: C5H7OP